Molecular formula: C5H12O2
Method: DFT, ωB97M-V/def2-TZVPD

```
19
Properties=species:S:1:pos:R:3:nbo_charge:R:1
C -1.74291 -2.39879 0.74237 -0.407
C -0.42835 -2.55933 0.86739 -0.390
C -0.53071 0.91884 0.17661 -0.067
O -0.95941 0.55303 1.46867 -0.730
C 0.96062 0.69043 -0.07777 -0.444
C 1.41422 1.46444 -1.30549 -0.060
O 1.18524 2.83976 -1.05032 -0.726
H -2.41577 -2.50995 1.58935 0.205
H -1.06490 -0.40670 1.47294 0.476
H -2.19642 -2.12811 -0.20831 0.202
H 0.24306 -2.43289 0.02127 0.197
H 0.03407 -2.80180 1.82110 0.204
H -1.11490 0.39952 -0.60386 0.145
H -0.72701 1.98794 0.07616 0.197
H 1.18793 -0.37510 -0.22207 0.194
H 1.52662 1.02866 0.79733 0.217
H 0.84196 1.12653 -2.18609 0.153
H 2.47894 1.27368 -1.50905 0.164
H 1.30771 3.32984 -1.87024 0.470
```

Summary:
**Net charge**: 0
**ΔE to the lowest compared entry with this formula, charge and spin**: 192.6 kJ/mol
**Structure (SMILES)**: OCCCO.C=C
**Calculated total energy**: -9473.1391 eV
**LUMO level**: 0.92 eV
**Kohn-Sham gap**: 0.3941 hartree
**Max |F|**: 0.4 eV/Å
**HOMO level**: -9.805 eV